Record 1
Molecular formula: C21H14F6N5O8PbS3SbSe4
Method: DFT, ωB97M-V/def2-TZVPD

Results
Charge   -2
E_tot   -367821.8091 eV
Energy relative to the best compared isomer or geometry (same formula, charge and spin)   0.0 kcal per mole
HOMO-LUMO gap   0.240 Ha

Structure (XYZ):
```
63
Properties=species:S:1:pos:R:3:forces:R:3
C -0.431 -3.870 0.458 -0.453 0.063 0.590
C -3.453 -1.479 -2.990 -0.267 0.575 1.171
C -1.679 3.555 4.248 2.227 1.387 -0.354
O 1.528 -1.221 -2.288 0.868 0.353 -0.562
H 6.286 0.197 -5.317 0.226 -0.353 -0.293
H 6.875 1.569 -3.370 -0.678 -0.558 0.175
N -4.055 0.033 -0.892 -0.031 0.220 -0.909
O -4.335 0.491 1.418 -0.069 0.374 0.566
F -4.419 -2.330 -2.630 -0.549 0.200 -0.167
N 3.810 0.492 -2.428 0.008 0.059 0.253
Se 2.971 -0.786 1.044 0.141 0.193 -0.259
C 5.206 2.182 -1.339 -0.193 -0.445 0.694
Se 3.277 -4.374 -0.931 -0.135 0.062 0.047
H -4.621 2.782 5.697 1.009 -0.273 -0.896
Pb 1.191 0.419 -0.698 0.259 -0.811 -0.174
H -0.163 -4.839 0.107 0.150 -0.400 -0.435
Se 5.252 -3.457 2.372 0.192 -0.270 0.289
H -0.902 4.355 4.231 -0.763 -0.570 -0.138
F -3.295 -1.544 -4.295 -0.019 0.128 -0.672
H -1.806 -2.326 3.182 0.506 -0.496 -0.478
C -1.291 -2.505 2.224 -0.902 0.098 1.124
H 4.123 -1.236 -5.239 0.284 0.071 -0.137
C 4.950 1.170 -2.443 0.439 0.209 0.503
S -3.716 1.040 0.244 1.664 1.112 -0.693
S 0.100 2.201 2.745 0.976 0.336 -0.517
F -5.823 2.705 -0.110 -0.064 0.090 -0.615
H -1.347 -4.576 2.269 -0.194 -1.044 0.324
N -0.316 -1.491 0.312 0.151 -0.853 0.104
O 4.312 2.240 -0.306 -0.096 -1.571 -0.982
C 2.403 -1.397 -3.255 0.007 3.722 3.152
C 5.617 0.183 -4.476 0.583 0.206 -0.462
C -1.414 2.397 3.579 0.067 -1.796 -0.202
Se 6.313 -1.953 -1.473 -0.399 -0.071 0.595
O -4.962 0.707 -3.110 -0.079 0.141 -0.320
F -4.140 3.491 0.958 -0.077 0.305 0.987
C -2.771 3.683 5.028 -1.469 0.684 1.493
C 3.630 -0.419 -3.374 -1.347 -0.413 0.488
H 3.106 -3.579 -2.159 0.061 -0.124 0.110
O 6.191 2.876 -1.360 -0.429 0.217 0.034
S -3.760 0.306 -2.441 0.738 -0.399 0.097
H 3.793 1.356 -0.258 1.099 1.413 -0.024
C -4.491 2.742 -0.078 0.452 -0.644 0.756
H 0.505 -2.664 -1.091 0.161 -0.416 -1.154
C -1.065 -3.743 1.686 0.220 0.135 -0.453
F -2.361 -1.900 -2.391 0.965 -0.185 0.182
C -3.505 1.509 4.307 1.146 0.280 0.350
H -2.918 4.584 5.644 0.047 -0.486 -0.402
F -3.957 3.360 -1.125 -0.642 -0.517 -0.675
Sb 4.676 -2.558 0.251 -0.017 0.424 -0.721
N -0.030 0.741 1.891 0.742 1.007 0.432
C -2.266 1.294 3.674 -1.523 1.427 0.081
H -2.844 -0.412 2.780 -0.020 0.001 -0.062
H -4.276 0.780 4.264 -0.395 -0.716 -0.018
C 5.951 0.964 -3.393 -0.250 1.245 0.118
C 4.454 -0.539 -4.482 -0.553 -0.384 0.438
O -2.514 0.988 -2.719 -0.836 -0.399 0.045
O 2.354 -2.244 -4.060 -0.338 -3.348 -2.963
O -2.336 1.534 0.298 -1.371 -1.054 0.159
N -2.008 0.076 3.069 1.105 -0.334 -0.437
C -0.864 -1.410 1.540 0.293 0.737 -1.735
C -0.936 -0.075 2.168 -1.426 -0.710 0.321
C -0.109 -2.724 -0.232 0.137 1.771 1.653
C -3.697 2.653 5.065 -1.339 0.396 0.576
```
Forces are in eV/Å.

***

Record 2
Molecular formula: H12O6Pt
Method: DFT, ωB97M-V/def2-TZVPD

Results
Spin multiplicity   3
<S²>   2.01
Charge   +2
E_tot   -15701.0040 eV
Energy relative to the best compared isomer or geometry (same formula, charge and spin)   181.8 kcal per mole
HOMO-LUMO gap (alpha / beta)   0.258 / 0.099 Ha

Structure (XYZ):
```
19
Properties=species:S:1:pos:R:3:forces:R:3
H 0.209 -1.396 3.790 -0.436 0.092 0.443
H -3.200 2.389 1.062 -0.377 -0.100 0.064
H 2.021 3.062 1.740 -0.206 0.323 0.548
H -3.825 -2.327 -0.977 -0.218 -0.177 -0.439
H -0.161 1.790 -4.081 -0.479 0.299 -0.234
O 0.520 1.285 -3.636 -0.032 -0.178 0.865
H -1.969 3.269 1.001 0.113 0.337 0.042
H 1.638 -1.810 3.508 0.609 -0.186 0.174
O 2.167 -2.803 -1.118 -0.599 0.602 0.223
O -3.338 -1.924 -0.258 0.717 0.250 0.040
Pt 0.009 -0.155 -0.317 0.068 0.025 0.008
O 2.248 2.620 0.922 -0.608 -0.470 -0.473
H 1.620 -3.579 -1.243 -0.156 -0.325 -0.053
O -2.286 2.394 0.775 0.554 -0.516 -0.241
H 3.203 2.662 0.883 0.697 -0.013 -0.136
O 0.828 -1.540 3.074 -0.242 0.181 -0.805
H 3.055 -3.101 -1.315 0.412 0.044 -0.061
H -3.929 -1.981 0.494 -0.286 0.012 0.401
H 1.190 1.145 -4.305 0.469 -0.200 -0.367
```
Forces are in eV/Å.

***

Record 3
Molecular formula: C13H17BaClO
Method: DFT, ωB97M-V/def2-TZVPD

Results
Charge   -2
E_tot   -29022.7208 eV
HOMO-LUMO gap   0.210 Ha

Structure (XYZ):
```
33
Properties=species:S:1:pos:R:3:forces:R:3
H 2.653 1.331 1.427 -0.224 0.045 -0.183
H 0.785 2.378 -2.398 0.001 -0.036 0.364
H 3.425 -0.782 0.448 -0.191 -0.173 -0.051
H 3.882 -1.740 1.854 0.059 -0.066 0.029
H -1.874 -0.145 -3.865 0.020 -0.006 0.281
C -3.088 0.990 -2.351 -0.141 -0.819 0.069
C 2.034 1.544 -0.723 -0.335 0.444 0.478
H 1.250 -3.564 2.037 0.078 0.028 -0.019
O 0.795 -1.558 0.572 0.055 0.051 0.141
H 3.235 -2.560 0.405 -0.040 0.109 0.055
C -3.658 -0.872 -1.103 0.099 0.343 -0.757
H -4.117 -1.507 -0.342 0.233 0.230 -0.203
C -2.796 -1.300 -2.166 -0.484 0.598 -0.075
H -4.418 1.168 -0.550 0.335 -0.273 -0.202
H 1.728 -0.544 2.106 -0.087 -0.280 0.121
C 0.267 2.965 -0.281 0.504 -0.340 0.140
H 2.190 -2.774 3.328 0.062 -0.023 0.176
H 2.762 0.909 -1.236 -0.333 0.230 0.138
H 0.462 -2.397 3.102 0.167 0.014 -0.122
C -3.827 0.540 -1.221 -0.003 -0.361 -0.471
C 3.152 -1.665 1.037 0.478 -0.102 -0.047
C 1.402 -2.627 2.583 0.000 -0.160 0.334
H -0.575 3.640 -0.410 0.053 -0.154 0.003
Cl -2.730 0.955 2.038 -0.315 0.102 0.628
C 0.985 2.304 -1.325 0.153 -0.164 0.574
C 1.973 1.754 0.690 -0.539 0.382 -0.651
Ba -1.030 -0.008 -0.081 1.217 0.658 -0.141
C 1.739 -1.528 1.581 -0.805 0.186 -0.527
H -2.509 -2.332 -2.386 -0.017 0.345 0.115
H -3.084 2.006 -2.752 0.163 -0.335 0.258
C 0.872 2.621 0.967 0.448 -0.373 -0.868
H 0.561 2.949 1.954 -0.038 -0.040 -0.197
C -2.447 -0.148 -2.939 -0.571 -0.059 0.609
```
Forces are in eV/Å.

***

Record 4
Molecular formula: C31H30HgN11O3P2S
Method: DFT, ωB97M-V/def2-TZVPD

Results
Spin multiplicity   2
<S²>   0.76
Charge   -2
E_tot   -88755.8865 eV
Energy relative to the best compared isomer or geometry (same formula, charge and spin)   17.0 kcal per mole
HOMO-LUMO gap (alpha / beta)   0.116 / 0.271 Ha

Structure (XYZ):
```
79
Properties=species:S:1:pos:R:3:forces:R:3
O -1.893 -1.061 0.734 -0.064 -0.031 -0.184
H -2.792 2.438 1.131 -0.077 -0.015 -0.066
H 4.022 -0.505 0.619 0.015 -0.021 0.040
H -4.422 5.722 -0.939 0.007 -0.012 0.001
N 1.846 -3.312 1.408 -0.158 0.081 -0.002
C 0.116 3.561 -0.953 0.393 -0.100 0.215
H 2.428 6.379 -2.248 0.025 -0.026 0.003
C 0.159 4.788 -0.300 -0.068 -0.217 0.005
C -5.707 -1.529 2.879 0.249 -0.140 -0.142
C 1.348 2.471 1.549 -0.503 -0.700 -0.468
C -4.762 0.696 -1.489 0.268 0.073 0.049
C -3.873 -1.353 -3.138 -0.161 -0.027 -0.165
N 1.038 -1.147 2.169 0.592 -0.858 0.998
C 3.153 -0.597 -1.694 0.120 0.147 -0.128
C -4.270 -0.050 1.603 0.806 0.063 -0.474
C 4.491 -1.377 0.169 -0.068 0.120 -0.034
N 0.864 -2.706 -1.878 -0.036 0.198 -0.059
H 1.024 6.743 -0.251 0.009 -0.024 0.018
P -2.877 0.053 0.505 -1.316 0.113 0.960
H 5.721 -2.500 -2.031 -0.003 0.006 -0.059
C 1.769 4.348 -2.519 -0.010 0.164 -0.026
C -2.646 2.833 -2.766 0.084 -0.215 0.098
H -2.145 2.016 -3.273 -0.019 -0.020 0.010
C -3.012 4.117 -0.783 -0.022 -0.274 -0.014
H -2.303 -1.641 -1.707 -0.030 -0.033 0.018
C -4.513 -1.289 2.244 -0.094 -0.143 0.266
H 0.928 2.364 -2.525 0.036 0.000 -0.015
N 1.888 -4.251 -0.761 0.069 -0.080 0.184
C 0.995 5.790 -0.766 -0.051 0.139 -0.002
C -2.374 3.048 -1.419 0.030 0.110 -0.366
H 2.164 -4.195 1.765 0.020 -0.032 -0.039
H 2.952 -0.746 -2.767 -0.105 -0.058 0.051
H -7.274 1.434 2.273 0.019 0.024 0.027
C -5.443 0.402 -2.653 -0.050 -0.018 -0.143
C 0.939 3.340 -2.056 -0.060 -0.084 0.094
C 1.789 5.583 -1.884 -0.005 -0.063 -0.003
P -0.984 2.147 -0.561 -1.990 1.605 0.167
H -6.320 0.984 -2.917 0.014 0.003 0.005
H -3.727 -2.035 2.220 -0.049 -0.034 0.055
H -5.531 -0.832 -4.417 -0.009 -0.006 0.017
S 2.251 3.458 2.413 0.441 0.482 0.404
N 1.445 -3.849 -1.968 0.013 -0.021 -0.004
N 0.659 1.778 0.887 0.765 0.664 0.575
H 2.399 4.172 -3.383 0.005 -0.026 0.019
H -1.482 1.457 1.817 0.010 0.005 -0.023
C 1.573 -2.356 2.373 -0.027 0.456 0.120
H -0.445 4.953 0.583 0.014 0.050 0.027
H -3.763 3.436 -4.494 0.001 -0.051 0.015
N 1.888 -2.535 3.645 0.050 -0.246 -0.139
C -5.288 0.944 1.658 -0.112 0.261 -0.073
H -3.523 -2.143 -3.794 0.044 -0.009 0.046
H 4.140 -2.271 0.689 0.004 -0.046 -0.008
O 2.579 0.252 -1.033 0.224 0.040 -0.205
H -7.697 -0.782 3.319 0.016 0.046 0.024
N 0.890 -2.299 -0.588 0.540 -1.251 -0.155
C -3.927 4.908 -1.456 -0.104 0.062 -0.045
C -6.499 0.673 2.265 0.049 -0.082 0.003
H -5.870 -2.473 3.387 0.052 -0.024 -0.042
H 4.284 -3.469 -1.618 -0.029 0.009 -0.001
H -5.104 1.508 -0.863 -0.046 0.005 -0.028
H -4.927 5.279 -3.321 -0.001 -0.017 -0.011
H 5.576 -1.300 0.272 -0.002 -0.025 -0.013
C -3.556 3.625 -3.447 -0.115 0.082 -0.079
H 4.251 -2.427 -3.041 0.034 -0.023 -0.010
C -5.006 -0.617 -3.494 0.062 0.004 0.069
C 4.627 -2.514 -2.023 -0.022 0.005 -0.004
H -2.792 4.336 0.256 -0.037 0.045 0.008
H -5.103 1.931 1.243 -0.076 0.021 0.018
C -3.612 -0.033 -1.130 -0.058 -0.050 0.015
O -0.638 0.934 -1.364 0.135 -0.253 -0.515
N 1.519 -1.386 4.246 -0.027 0.014 0.057
Hg 0.293 -0.396 0.276 0.232 -0.398 -0.297
C -3.192 -1.081 -1.969 0.166 0.262 0.047
C -6.737 -0.562 2.867 -0.314 0.138 0.097
C -2.043 1.682 0.910 0.435 0.002 -0.643
N 4.126 -1.412 -1.235 -0.072 -0.069 0.246
N 1.020 -0.567 3.392 -0.050 0.118 -0.120
C -4.210 4.660 -2.794 0.063 0.021 0.035
C 1.528 -3.279 0.067 -0.070 0.185 -0.298
```
Forces are in eV/Å.

***

Record 5
Molecular formula: C7H6S
Method: DFT, ωB97M-V/def2-TZVPD

Results
Charge   0
E_tot   -18183.3134 eV
Energy relative to the best compared isomer or geometry (same formula, charge and spin)   172.4 kcal per mole
HOMO-LUMO gap (alpha / beta)   0.273 / 0.241 Ha

Structure (XYZ):
```
14
Properties=species:S:1:pos:R:3:forces:R:3
C 0.118 -0.557 -0.088 2.879 -2.186 -0.219
C 0.461 0.794 -0.082 1.093 2.956 -0.175
C -1.265 -0.996 0.003 -1.117 -2.233 0.666
H 2.256 2.139 -0.100 -0.376 -1.838 -0.168
C -2.203 0.008 -0.511 1.465 1.512 -1.063
C -0.448 1.819 0.157 -1.817 -1.623 -0.207
C 1.269 -1.319 -0.085 0.396 -1.381 0.715
H -0.192 2.856 -0.027 0.076 0.115 -0.197
H -1.523 -1.012 1.078 0.351 -0.574 -0.004
H -1.422 -2.117 -0.396 0.172 2.530 0.658
H -3.049 0.107 0.116 -1.260 0.082 0.533
H 1.391 -2.436 0.134 -0.365 1.809 -0.740
C 1.847 1.079 -0.128 0.017 0.715 0.195
S 2.761 -0.366 -0.072 -1.514 0.114 0.006
```
Forces are in eV/Å.

***

Record 6
Molecular formula: C9H10N2S
Method: DFT, ωB97M-V/def2-TZVPD

Results
Charge   0
E_tot   -23308.0200 eV
Energy relative to the best compared isomer or geometry (same formula, charge and spin)   63.2 kcal per mole
HOMO-LUMO gap   0.310 Ha

Structure (XYZ):
```
22
Properties=species:S:1:pos:R:3:forces:R:3
H 0.450 -1.519 -2.360 -0.032 -0.447 -0.916
S -1.094 3.757 -0.948 0.355 -0.223 -0.071
H 1.795 0.090 1.758 0.134 0.243 0.982
C -0.943 1.533 -0.158 2.344 -4.267 -0.878
H 1.691 0.500 0.106 0.078 -0.087 -0.276
H 0.782 -1.490 2.594 -1.009 -0.826 0.089
N -0.052 2.858 -1.799 -0.169 0.582 -0.262
H 0.930 0.693 -3.134 -0.271 0.544 0.931
C 0.037 -0.717 0.825 0.182 0.130 0.067
H -1.022 -1.192 2.657 1.178 -0.410 -0.516
C -0.171 -1.622 2.032 -0.298 3.506 1.762
H 2.057 -1.187 0.575 0.041 0.421 0.051
C -1.061 0.274 0.574 0.898 -1.264 -1.820
C 0.494 0.582 -2.125 -1.014 -2.778 1.023
N -1.545 2.603 0.079 -2.647 3.272 1.783
H -1.055 -2.004 -0.726 0.193 0.139 0.916
C 0.177 -0.710 -1.724 1.781 2.341 -1.533
H -0.458 -2.593 1.881 -0.199 -2.575 -0.774
H -2.017 -0.028 0.917 -0.755 0.041 0.558
C -0.093 1.628 -1.317 1.135 0.866 -1.723
C 1.469 -0.286 0.817 0.656 0.168 -0.682
C -0.370 -1.170 -0.525 -2.581 0.625 1.287
```
Forces are in eV/Å.

***

Q: Among the records above, which one has the highest charge?
A: H12O6Pt